(1)
C18H24N4OS as an isolated structure in a non-equilibrium geometry, computed with wB97M-V/def2-TZVPD.

Structure (XYZ):
```
48
Properties=species:S:1:pos:R:3:forces:R:3:nbo_charge:R:1
C -0.9487 1.9758 2.1179 3.1 -1.4 -6.9 -0.597
H -0.7029 2.0770 3.0416 1.4 1.0 5.9 0.175
H -1.6646 2.5506 1.7329 -3.0 2.8 -0.8 0.195
H -1.2548 0.9928 1.9065 -0.1 -1.5 -0.1 0.225
C 0.4332 2.3574 1.0384 -4.5 -2.9 6.1 -0.032
N 1.2832 1.2166 1.3437 0.5 0.0 1.1 -0.473
C 1.4116 0.5085 0.3399 5.1 -7.4 -8.1 0.749
O 1.0362 0.4739 -0.8653 -1.2 1.7 2.4 -0.699
C 2.7066 -0.7374 0.3065 -7.0 -0.8 2.2 -0.529
H 3.5108 -0.3720 0.6859 5.5 2.3 2.2 0.173
H 2.8347 -1.2617 -0.5626 0.0 -0.1 -2.7 0.218
S 2.1853 -2.1744 1.4147 -3.0 1.2 -1.5 0.141
C 0.3382 -1.7924 0.9363 0.2 -2.4 4.3 0.262
N -0.5464 -1.4491 1.9455 5.3 1.4 -2.1 -0.313
N -1.6259 -1.3529 1.2389 -5.8 7.8 16.6 -0.297
C -1.6912 -1.8882 0.2584 0.9 -7.2 -13.9 0.344
N -0.4337 -2.2270 -0.1065 3.9 -0.6 0.5 -0.430
C 0.1989 -2.9114 -1.1405 1.5 -3.4 -4.4 -0.439
H -0.4078 -3.8457 -1.6856 0.9 2.9 1.5 0.224
H 1.1069 -3.5114 -0.7755 -1.2 1.2 -0.1 0.229
H 0.5926 -2.1989 -1.9694 -0.9 -1.2 1.3 0.239
C -2.7675 -2.2022 -0.5966 -1.1 3.6 -4.8 -0.443
C -2.4197 -1.7976 -2.1205 0.6 1.3 2.9 -0.108
C -2.8948 -2.4571 -3.1418 2.1 -2.3 -7.7 -0.164
C -2.2674 -2.1621 -4.6594 -3.1 1.7 6.3 -0.219
C -1.8501 -0.8856 -4.8345 2.3 2.4 2.7 -0.214
C -1.4813 0.0797 -3.7651 -5.7 -13.5 4.2 -0.151
C -1.6730 -0.6685 -2.3812 1.2 8.2 -1.4 -0.173
H -1.4593 0.1481 -1.4473 -0.2 -2.8 -2.5 0.228
H -0.9687 0.8634 -3.8164 3.9 6.6 -0.6 0.182
H -1.5253 -0.5910 -5.7709 0.2 0.6 -2.2 0.195
H -2.7106 -2.5640 -5.5005 -0.5 -1.8 -1.4 0.204
H -3.3571 -3.4252 -3.1592 -0.6 -0.2 0.6 0.205
H -3.6016 -1.5224 -0.4648 -0.5 -0.6 0.8 0.253
H -2.9769 -3.1717 -0.8303 -1.0 -3.0 0.8 0.231
C 1.9839 0.7956 2.6633 -2.6 7.6 -1.0 -0.204
H 2.7609 0.1008 2.4928 -0.1 -0.9 0.5 0.265
C 2.5656 2.2526 3.0470 9.7 -4.2 -2.2 -0.348
C 1.8529 3.4433 2.8970 -1.8 4.5 5.0 -0.482
C 1.1217 3.4737 1.7112 -7.9 4.0 -4.0 -0.373
H 0.1911 4.3775 1.5296 2.9 -2.0 1.3 0.193
H 1.7238 3.7250 0.9906 4.0 2.1 -4.1 0.201
H 1.1465 3.4851 3.7487 -0.1 0.2 0.1 0.206
H 2.3832 4.5395 2.9905 -0.6 -3.1 -0.1 0.246
H 3.3888 2.1700 3.9139 -2.3 0.3 -1.5 0.244
H 3.4666 2.3677 1.9820 -2.0 -0.4 2.9 0.127
H 1.1079 0.8979 3.2775 -0.1 -2.4 1.1 0.242
H -0.1017 2.2975 0.0430 1.8 0.6 1.0 0.293
```
Forces are in eV/Å.

As for the HOMO-LUMO gap: 8.8 eV. The HOMO energy is -8.470 eV. The calculation puts the energy at -37882.5100 eV.



(2)
C18H24N5NaS as an isolated structure, computed with wB97M-V/def2-TZVPD.

Structure (XYZ):
```
49
Properties=species:S:1:pos:R:3:forces:R:3:nbo_charge:R:1
Na 0.5996 0.2292 0.6380 0.1 0.1 0.0 0.867
C -1.3231 2.7842 0.2297 0.1 0.0 0.0 -0.221
C -1.9532 2.0399 1.3981 0.0 -0.1 0.0 -0.235
N -0.9407 1.3921 2.2358 -0.1 0.1 0.1 -0.641
C -1.4915 0.3429 3.0903 0.1 0.0 -0.1 -0.260
C -1.6805 -0.9672 2.3460 0.0 0.1 0.0 0.235
C -2.0521 -2.1184 3.0241 0.0 0.0 0.0 -0.259
C -2.1011 -3.3088 2.3193 0.0 0.0 0.0 -0.141
C -1.7790 -3.3128 0.9718 0.0 0.0 0.0 -0.247
C -1.4463 -2.1112 0.3681 0.0 0.1 0.0 0.245
C -1.0868 -2.0340 -1.1007 0.0 0.0 0.0 -0.264
N -0.1326 -0.9693 -1.4160 -0.1 -0.1 -0.1 -0.665
C -0.6319 0.0666 -2.3133 0.0 0.0 0.1 -0.221
C -1.4485 1.1114 -1.5645 0.1 0.0 0.0 -0.236
N -0.5887 1.8878 -0.6648 -0.1 0.2 -0.2 -0.654
N -1.4180 -0.9635 1.0440 0.0 -0.2 0.1 -0.520
H -0.6113 3.5166 0.6219 0.0 0.0 0.0 0.194
H -2.1059 3.3489 -0.2968 0.0 0.0 0.0 0.177
H -2.6146 1.2591 1.0234 0.0 0.0 0.0 0.209
H -2.5801 2.7355 1.9720 0.0 0.0 0.0 0.180
H -0.4959 2.0873 2.8229 0.0 0.0 0.0 0.369
H -2.4443 0.6389 3.5529 0.0 0.0 0.0 0.184
H -0.7829 0.1589 3.8999 0.0 0.0 0.0 0.228
H -2.2573 -2.0848 4.0865 0.0 0.0 0.0 0.217
H -2.3538 -4.2324 2.8239 0.0 0.0 0.0 0.219
H -1.7469 -4.2330 0.4046 0.0 0.0 0.0 0.225
H -2.0109 -1.8787 -1.6721 0.0 0.0 0.0 0.193
H -0.6830 -3.0015 -1.4008 0.0 0.0 0.0 0.229
H 0.7274 -1.3779 -1.7585 0.0 0.0 0.0 0.402
H -1.2436 -0.3491 -3.1265 0.0 0.0 0.0 0.175
H 0.2309 0.5535 -2.7743 0.0 0.0 0.0 0.206
H -2.2020 0.6029 -0.9611 0.0 0.0 0.0 0.204
H -1.9741 1.7557 -2.2832 0.0 0.0 0.0 0.174
H 0.0437 2.4395 -1.2352 0.0 0.0 0.0 0.369
C 3.1580 2.2431 -1.3103 0.0 0.0 0.0 -0.250
C 2.8958 1.8243 -2.6083 0.0 0.0 0.0 -0.182
C 2.9772 0.4734 -2.9290 0.0 0.0 0.0 -0.245
C 3.3141 -0.4573 -1.9546 0.0 0.0 0.0 -0.219
C 3.5840 -0.0385 -0.6573 0.0 0.1 0.0 -0.208
C 3.5065 1.3119 -0.3382 0.0 0.0 0.1 -0.228
H 3.1088 3.2960 -1.0596 0.0 0.0 0.0 0.211
H 2.6406 2.5489 -3.3720 0.0 0.0 0.0 0.203
H 2.7802 0.1471 -3.9432 0.0 0.0 0.0 0.214
H 3.3677 -1.5125 -2.1899 0.0 0.0 0.0 0.236
H 3.8377 -0.7650 0.1012 0.0 0.0 0.0 0.248
H 3.7243 1.6344 0.6730 0.0 0.0 0.0 0.220
S 2.0165 -3.3442 0.0981 0.0 0.1 0.2 -0.384
C 1.8754 -2.1363 1.2222 0.1 -0.1 -0.2 0.091
N 1.7919 -1.2332 1.9626 0.0 -0.1 0.1 -0.643
```
Forces are in eV/Å.

As for the HOMO-LUMO gap: 7.4 eV. The HOMO energy is -7.339 eV. The calculation puts the energy at -41760.0618 eV.



(3)
C18H25ClN2W as an isolated structure in a non-equilibrium geometry, computed with wB97M-V/def2-TZVPD.

Structure (XYZ):
```
47
Properties=species:S:1:pos:R:3:forces:R:3:lowdin_spin:R:1
C 0.2454 0.2688 -5.3583 0.1 0.2 -1.7 0.000
C 1.6175 0.8255 -5.7434 0.1 0.0 0.4 0.000
C 0.0233 -1.0656 -6.0725 0.0 -0.2 0.4 0.000
C -0.8413 1.2583 -5.7832 -0.1 0.0 0.4 0.000
Cl 0.1688 0.0182 -3.5510 0.0 0.0 0.2 0.000
H 0.0688 -0.9087 -7.1578 0.0 0.0 0.3 0.000
H -0.9534 -1.4900 -5.8269 0.1 0.1 0.0 0.000
H 0.7895 -1.7951 -5.7983 0.0 0.1 0.0 0.000
H 1.6580 0.9746 -6.8301 -0.1 -0.1 0.3 0.000
H 2.4183 0.1373 -5.4611 -0.1 0.0 -0.1 0.000
H 1.8075 1.7858 -5.2574 -0.1 -0.1 -0.1 0.000
H -0.7945 1.4081 -6.8694 0.1 -0.1 0.3 0.000
H -0.7074 2.2276 -5.2962 0.0 -0.1 -0.1 0.000
H -1.8371 0.8858 -5.5299 0.1 0.0 -0.1 0.000
C 1.7393 -1.8225 2.2672 -0.3 -0.3 -0.7 0.052
C 0.8319 -2.5984 1.4648 0.9 0.3 0.1 -0.001
C 0.9156 -2.0898 0.1154 0.0 0.2 0.6 -0.007
H 0.2896 -3.4792 1.8060 0.2 0.3 -0.2 0.003
C 1.8322 -0.9929 0.0961 -0.2 -0.1 0.6 0.033
C 2.3651 -0.8413 1.4070 -1.0 -0.3 0.0 0.023
H 3.1595 -0.1543 1.6902 -0.4 -0.1 -0.2 0.002
H 1.9846 -2.0359 3.3027 -0.1 0.1 -0.2 0.004
H 0.5018 -2.5713 -0.7652 -0.2 0.3 0.2 0.000
H 2.1248 -0.4200 -0.7822 -0.2 -0.1 0.2 0.004
C -1.9751 0.6032 1.6349 -1.5 -0.2 -0.1 0.081
C -2.1288 -0.5662 2.5025 -1.7 0.4 -0.6 0.078
C -2.0322 -1.7285 1.6716 -0.9 0.5 -0.1 0.007
H -2.4450 -0.5794 3.5375 0.4 -0.1 -0.2 0.007
C -1.8541 -1.2923 0.3216 -0.7 0.3 0.0 0.019
C -1.7715 0.1323 0.2990 -1.1 0.0 0.2 0.045
H -1.6648 0.7631 -0.5798 0.1 -0.2 0.2 0.007
H -2.1149 1.6416 1.9014 0.2 -0.2 0.0 0.007
H -2.1702 -2.7505 2.0161 0.2 0.3 -0.1 0.001
H -1.8995 -1.9205 -0.5578 0.5 0.0 0.1 0.001
W -0.1580 -0.5314 1.6872 5.8 -1.2 0.1 1.549
C -1.7616 1.9522 4.3876 -0.6 -0.1 -0.2 0.002
C -0.3743 1.4458 4.3656 0.9 0.2 0.4 0.025
N 0.3509 0.6865 3.5050 0.0 0.3 0.0 0.035
C 1.6639 0.7081 4.0138 -0.2 0.1 0.3 0.005
C 1.7043 1.4163 5.1627 -0.2 0.0 -0.3 0.003
N 0.4256 1.8852 5.3544 0.3 -0.4 -0.2 0.013
H -2.4853 1.1509 4.2388 -0.1 0.4 0.1 0.000
H -1.9535 2.4049 5.3684 0.0 -0.1 -0.3 0.000
H -1.8935 2.7262 3.6214 -0.1 -0.1 0.2 0.001
H 2.4947 0.2361 3.5308 -0.1 0.0 0.1 0.000
H 2.5191 1.6171 5.8294 0.1 0.1 0.1 0.000
H 0.1159 2.4742 6.1217 0.1 -0.2 -0.2 0.000
```
Forces are in eV/Å.

As for the HOMO-LUMO gap (spin up / spin down): 8.0 / 6.6 eV. Its spin multiplicity is 3. The HOMO energy (spin up / spin down) is -15.042 / -15.042 eV. The calculation puts the energy at -36384.1540 eV. As for the net charge: +2.



(4)
One molecule with the formula C18H25FN4O2 in a non-equilibrium geometry, computed with wB97M-V/def2-TZVPD.

Structure (XYZ):
```
50
Properties=species:S:1:pos:R:3:forces:R:3:nbo_charge:R:1
C -4.5006 -1.6520 2.3100 -4.9 3.7 -3.9 -0.256
O -4.2098 -0.0081 2.0030 1.9 -5.8 1.2 -0.514
C -2.7952 0.1683 1.8593 -2.2 -3.7 0.9 0.240
C -2.6696 1.3248 1.2566 0.0 7.2 -0.1 -0.267
C -1.4640 2.0212 1.2173 2.5 2.2 -2.3 -0.137
C -0.2818 1.2510 1.2258 -4.4 -0.4 1.4 -0.135
C 1.0032 1.6311 1.0008 3.7 7.0 -0.2 0.108
N 1.3977 3.0282 1.2183 -5.2 -0.1 0.9 -0.290
N 2.5976 3.3923 0.9684 3.1 -3.5 -1.6 -0.194
C 3.2287 2.1120 0.5240 -5.2 4.6 1.7 -0.108
C 2.1599 1.2188 0.4981 4.1 -5.0 -1.4 -0.139
C 2.4612 -0.2449 0.1676 1.0 -3.0 4.5 -0.239
N 3.6193 -0.5928 -0.8056 -5.5 8.7 2.9 -0.462
C 4.1679 -1.8173 -0.7948 -0.4 -2.0 4.1 -0.379
C 3.0472 0.0873 -1.9758 1.8 -5.9 -5.2 -0.246
C 2.1481 -1.0366 -2.7462 -5.5 8.7 -2.4 -0.184
N 0.6916 -0.9610 -2.1569 0.1 -1.0 -4.1 -0.468
C -0.1367 0.1292 -2.8791 2.8 2.9 7.5 -0.236
C -1.4715 0.1887 -2.0790 8.2 3.7 3.0 -0.021
O -2.1164 -0.8659 -2.1417 -4.2 -9.6 -0.1 -0.498
C -1.3531 -1.9981 -1.6652 -3.0 -4.3 -6.6 -0.064
C -0.1232 -2.3401 -2.5209 -4.6 15.4 11.6 -0.186
C -0.4945 -0.0482 1.6351 3.0 -2.3 0.9 -0.259
C -1.5641 -0.6535 2.1074 -6.4 1.3 -1.6 0.349
F -1.6733 -2.0009 2.2796 0.5 0.9 0.5 -0.322
H -5.7111 -1.6363 2.3288 2.9 0.1 0.2 0.199
H -4.2879 -2.3136 1.4381 0.6 0.9 0.8 0.208
H -4.1402 -1.8707 3.2331 1.4 -0.7 2.4 0.188
H -3.5305 2.0955 1.1115 1.0 -2.3 0.2 0.242
H -1.3670 3.2154 0.9126 -0.7 -3.4 0.7 0.204
H 0.5842 3.7325 1.4255 2.7 -1.4 -0.3 0.400
H 4.1877 2.0020 0.1478 1.5 0.1 -0.3 0.224
H 1.4756 -0.7679 0.0619 1.1 0.2 -1.0 0.221
H 2.7505 -0.7657 1.3103 -0.3 1.4 -2.9 0.179
H 4.8274 -1.9167 0.2367 -2.0 -0.5 -2.5 0.209
H 3.3825 -2.5194 -1.0809 0.4 -1.4 0.9 0.154
H 4.7966 -1.7596 -1.5577 3.4 -0.6 -3.4 0.197
H 3.8259 -0.0468 -2.8589 -0.6 1.9 1.8 0.196
H 2.4392 0.9860 -1.9145 0.9 0.1 0.5 0.247
H 2.4808 -1.9303 -2.6143 2.2 -5.6 0.5 0.153
H 2.0711 -0.7308 -4.0121 0.4 -1.1 3.5 0.147
H 0.4399 1.2164 -2.6719 -1.4 -2.7 -0.3 0.166
H -0.1340 0.0733 -3.8558 -0.4 -0.9 -5.3 0.168
H -2.0694 0.9399 -2.3387 -2.2 3.7 -1.0 0.178
H -1.0895 0.2543 -0.9710 -0.4 1.1 -1.6 0.126
H -1.9864 -2.9846 -1.8758 0.3 2.2 0.7 0.175
H -1.1038 -2.0408 -0.7009 0.8 0.8 4.0 0.180
H 0.4249 -2.8806 -2.0858 7.2 -8.4 6.7 0.168
H -0.1476 -2.5862 -3.3408 -1.4 -3.6 -15.6 0.147
H 0.2980 -0.7625 1.7860 1.1 0.2 -0.5 0.232
```
Forces are in eV/Å.

As for the HOMO-LUMO gap: 8.2 eV. The HOMO energy is -7.747 eV. The calculation puts the energy at -31828.0300 eV.



(5)
C18H25I2LaN4O8P2 as an isolated structure in a non-equilibrium geometry, computed with wB97M-V/def2-TZVPD.

Structure (XYZ):
```
60
Properties=species:S:1:pos:R:3:forces:R:3:nbo_charge:R:1
La -0.5105 -0.2676 0.2848 0.2 0.2 -0.5 2.262
I -2.5423 2.4783 -7.1820 0.0 0.1 -0.2 0.127
C -2.1999 1.5541 -5.3542 0.0 -0.1 0.2 -0.208
C -3.0878 0.5997 -4.8838 0.0 0.0 0.0 -0.242
C -2.8454 -0.0178 -3.6663 0.0 0.2 -0.3 -0.250
I -4.1866 -1.4399 -2.9704 0.0 -0.1 0.1 0.150
C -1.7261 0.2999 -2.8832 0.3 -0.1 0.3 0.399
O -1.4859 -0.2835 -1.7419 -0.7 0.0 -0.9 -0.925
C -0.8397 1.2857 -3.3761 0.0 0.1 -0.2 -0.130
C 0.3454 1.7668 -2.5642 0.0 0.0 0.0 -0.225
N 1.0917 0.7167 -1.8649 -0.1 -0.1 0.1 -0.654
C 1.6150 -0.3197 -2.7319 0.0 0.0 -0.1 -0.258
C 2.1568 -1.4882 -1.9467 0.0 0.0 0.0 0.238
C 3.3005 -2.1577 -2.3608 0.0 0.0 0.0 -0.247
C 3.7461 -3.2510 -1.6386 0.0 0.0 0.0 -0.142
C 3.0467 -3.6419 -0.5092 0.0 0.0 0.0 -0.261
C 1.9259 -2.9122 -0.1553 0.0 0.0 0.0 0.082
N 1.4802 -1.8691 -0.8567 0.0 0.1 0.1 -0.510
C -1.0818 1.8871 -4.6025 0.0 0.0 0.0 -0.214
H -3.9624 0.3313 -5.4601 0.0 0.0 0.0 0.231
H 0.9958 2.3304 -3.2472 0.0 0.0 0.0 0.180
H 0.0167 2.4697 -1.7915 -0.1 0.0 0.0 0.223
H 1.8157 1.1442 -1.2971 0.1 0.0 -0.1 0.392
H 0.7877 -0.6824 -3.3500 0.0 0.0 0.0 0.236
H 2.3892 0.0398 -3.4238 0.0 0.0 0.0 0.183
H 3.8318 -1.8145 -3.2384 0.0 0.0 0.0 0.223
H 4.6358 -3.7838 -1.9482 0.0 0.0 0.0 0.222
H 3.3617 -4.4802 0.0951 0.0 0.0 0.0 0.228
H 1.3653 -3.1629 0.7380 0.0 0.0 0.0 0.210
H -0.3856 2.6323 -4.9691 0.0 0.0 0.0 0.215
N 1.6407 2.0175 4.5887 -0.1 0.2 0.0 -0.733
C 0.5563 1.5837 3.6081 0.1 0.1 0.2 -0.611
C -0.8051 1.9767 4.1878 0.0 0.0 0.0 -0.628
P 0.9796 2.5884 2.0610 0.1 -0.5 0.1 2.399
O -0.2148 3.6635 2.0664 -0.2 0.1 0.0 -1.004
O 2.2746 3.2542 2.3820 0.0 0.0 0.0 -1.145
O 0.8530 1.7136 0.8460 -0.2 0.3 0.1 -1.204
P 0.8089 -0.2997 3.5661 0.1 0.2 -0.3 2.390
O -0.5829 -0.7468 4.2324 -0.1 0.1 0.2 -1.006
O 1.9713 -0.5261 4.4679 0.0 0.0 0.0 -1.132
O 0.8386 -0.8308 2.1567 0.4 -0.2 0.9 -1.209
H 1.2425 2.4937 5.3935 0.0 0.0 0.0 0.410
H 2.2718 2.6531 4.0526 0.0 0.0 0.0 0.474
H 2.1263 1.1381 4.8778 0.0 -0.1 0.0 0.475
H -0.8407 3.0524 4.3641 0.0 0.0 0.0 0.221
H -1.0072 1.4335 5.1097 0.0 0.0 0.0 0.226
H -1.5987 1.7482 3.4783 0.0 0.0 0.0 0.248
H 0.0652 4.5152 1.7151 0.1 0.0 0.0 0.514
H -0.7189 -1.6995 4.2600 0.0 -0.1 -0.1 0.518
N -4.4861 1.7564 1.5324 -0.1 -0.1 0.0 -0.793
C -3.4240 0.9403 1.4154 0.2 0.1 0.0 0.716
O -2.3945 1.3635 0.8650 0.1 -0.1 0.1 -0.722
C -3.4994 -0.4286 2.0411 -0.1 0.0 0.1 -0.498
C -2.5668 -1.4436 1.3833 -0.2 -0.1 0.2 -1.059
H -4.4564 2.6518 1.0746 0.0 0.0 0.0 0.407
H -5.3623 1.4036 1.8720 0.0 0.0 0.0 0.401
H -4.5605 -0.7149 2.1057 0.0 0.0 0.0 0.188
H -3.1909 -0.2600 3.0829 0.0 0.0 0.0 0.230
H -3.0918 -1.9084 0.5369 0.0 0.0 0.0 0.205
H -2.3845 -2.2529 2.1017 0.0 0.0 0.0 0.187
```
Forces are in eV/Å.

As for the HOMO-LUMO gap: 7.5 eV. The HOMO energy is -7.149 eV. The calculation puts the energy at -77061.2478 eV.